Density functional theory data (wB97M-V/def2-TZVPD) for a 14-piece molecular cluster, C37H103F6N7O16S2 overall.

frontier orbital gap = 8.30 eV
lowest unoccupied orbital energy = 0.0 eV
total charge = 0
calculated total energy = -4453.9120 Ha
2S+1 = 1
highest occupied orbital energy = -8.28 eV

Each line ends with the Löwdin charge.
Geometry (Å):
N 3.346 -0.094 -0.312  0.283
H 3.887 -0.311 -1.137  0.149
H 2.363 -0.312 -0.388  0.032
H 3.450 0.782 0.180  0.059
H 3.621 -0.704 0.445  0.036
C -0.788 1.397 0.432  -0.622
F 0.244 2.249 0.641  0.104
F -1.538 1.652 1.433  0.179
F -1.299 1.671 -0.766  0.139
S -0.303 -0.578 0.456  0.752
O 0.595 -0.806 1.560  -0.315
O -1.584 -1.318 0.488  -0.309
N 0.696 -0.747 -0.979  -0.321
S -0.165 -1.717 -1.774  0.582
O -0.123 -3.095 -1.319  -0.301
O -1.445 -1.136 -2.207  -0.325
C 0.872 -1.883 -3.482  -0.651
F 0.967 -0.660 -3.977  0.109
F 2.130 -2.283 -3.307  0.136
F 0.260 -2.675 -4.301  0.188
C -2.681 4.547 5.199  -0.040
C -2.769 3.219 4.397  -0.470
C -1.721 2.211 4.808  -0.069
O -4.091 2.621 4.393  -0.046
H -3.219 5.367 4.725  0.074
H -1.650 4.758 5.484  0.074
H -3.241 4.370 6.117  0.077
H -2.450 3.467 3.384  0.109
H -0.733 2.652 4.938  0.079
H -1.621 1.426 4.058  0.059
H -2.072 1.691 5.700  0.090
H -4.005 1.689 4.181  0.029
C -4.397 -0.030 2.457  -0.045
C -5.314 0.640 1.455  -0.445
C -4.745 1.034 0.076  -0.031
O -6.512 -0.163 1.281  -0.066
H -4.827 0.075 3.453  0.076
H -3.418 0.450 2.459  0.057
H -4.247 -1.101 2.318  0.086
H -5.611 1.601 1.873  0.127
H -4.144 0.216 -0.322  0.065
H -4.117 1.920 0.167  0.066
H -5.550 1.274 -0.619  0.085
H -7.039 0.064 2.050  0.089
C -2.104 1.147 -4.004  -0.104
C -2.454 2.420 -4.676  -0.462
C -1.486 2.595 -5.906  -0.035
O -3.755 2.140 -5.129  -0.048
H -2.179 0.229 -4.586  0.086
H -2.730 0.902 -3.145  0.070
H -1.064 1.117 -3.680  0.060
H -2.491 3.197 -3.913  0.138
H -1.426 1.827 -6.677  0.069
H -0.467 2.757 -5.552  0.059
H -1.802 3.478 -6.462  0.070
H -4.390 2.582 -4.560  0.090
C 2.837 -0.825 -8.117  -0.051
C 2.544 0.361 -7.227  -0.515
C 1.150 0.391 -6.654  -0.059
O 3.431 0.302 -6.134  -0.051
H 2.540 -1.855 -7.920  0.081
H 3.911 -0.911 -8.283  0.078
H 2.370 -0.553 -9.063  0.080
H 2.698 1.268 -7.811  0.133
H 1.036 1.266 -6.014  0.064
H 1.028 -0.564 -6.143  0.075
H 0.539 0.514 -7.548  0.084
H 3.252 1.060 -5.572  0.082
C -1.940 -3.392 -6.569  -0.029
C -1.621 -2.964 -8.072  -0.424
C -2.710 -3.177 -9.203  -0.050
O -1.443 -1.577 -8.167  -0.087
H -2.192 -2.584 -5.882  0.063
H -1.064 -3.918 -6.188  0.060
H -2.798 -4.057 -6.467  0.069
H -0.670 -3.452 -8.283  0.121
H -2.622 -2.490 -10.045  0.070
H -3.704 -3.072 -8.768  0.068
H -2.704 -4.182 -9.625  0.062
H -2.140 -1.179 -7.642  0.083
O 1.526 1.997 -1.775  -0.053
H 1.147 1.119 -1.732  -0.029
H 0.772 2.580 -1.866  0.019
O -1.386 -5.554 -1.044  -0.072
H -0.862 -4.755 -1.103  -0.038
H -2.261 -5.250 -0.801  -0.004
C 2.485 2.148 3.009  -0.022
C 3.915 2.459 2.453  -0.406
C 5.007 1.592 3.137  -0.206
O 4.912 1.397 4.493  -0.247
C 5.323 2.469 5.338  -0.055
N 4.067 2.342 1.055  0.033
H 2.483 2.115 4.099  0.074
H 2.091 1.249 2.534  0.057
H 1.842 3.002 2.798  0.071
H 4.004 3.521 2.681  0.124
H 5.993 1.991 2.899  0.124
H 5.024 0.612 2.660  0.117
H 5.030 2.073 6.310  0.097
H 4.742 3.385 5.225  0.088
H 6.392 2.627 5.196  0.096
H 4.834 2.790 0.573  0.109
H 3.298 2.753 0.547  0.064
C -5.572 -2.578 -2.138  -0.045
C -4.814 -2.778 -0.794  -0.364
C -5.250 -4.118 -0.118  -0.160
O -6.660 -4.268 0.306  -0.206
C -6.980 -3.378 1.389  -0.118
N -3.345 -2.866 -1.157  0.054
H -5.237 -3.465 -2.676  0.075
H -5.384 -1.723 -2.788  0.071
H -6.641 -2.712 -1.972  0.074
H -4.995 -1.960 -0.097  0.093
H -4.753 -4.507 0.771  0.114
H -5.092 -4.964 -0.787  0.116
H -6.300 -3.303 2.237  0.081
H -7.948 -3.686 1.786  0.082
H -7.101 -2.379 0.970  0.056
H -2.698 -2.736 -0.393  0.025
H -3.094 -2.196 -1.871  0.030
C 4.782 -3.512 1.320  -0.050
C 3.407 -2.979 1.273  -0.426
C 2.303 -3.862 1.897  -0.169
O 2.649 -4.480 3.114  -0.192
C 1.630 -5.162 3.778  -0.119
N 3.394 -1.659 1.866  0.035
H 4.841 -4.501 0.865  0.091
H 4.982 -3.673 2.379  0.091
H 5.528 -2.924 0.785  0.085
H 3.105 -2.785 0.243  0.128
H 2.064 -4.681 1.217  0.132
H 1.354 -3.344 2.032  0.111
H 0.802 -4.471 3.938  0.091
H 1.987 -5.572 4.722  0.085
H 1.390 -6.105 3.288  0.092
H 3.935 -1.741 2.716  0.075
H 2.441 -1.550 2.181  0.038
C 1.357 -0.810 5.060  -0.035
C 2.562 -1.162 6.002  -0.444
C 2.485 -2.580 6.541  -0.156
O 3.650 -2.785 7.426  -0.182
C 3.230 -3.136 8.745  -0.120
N 3.762 -0.964 5.320  0.068
H 1.177 -1.642 4.379  0.064
H 1.445 0.092 4.454  0.041
H 0.461 -0.533 5.615  0.071
H 2.396 -0.414 6.777  0.130
H 2.376 -3.388 5.817  0.104
H 1.516 -2.788 6.996  0.119
H 4.093 -3.079 9.408  0.084
H 2.890 -4.169 8.828  0.080
H 2.405 -2.543 9.142  0.083
H 3.958 0.004 5.110  0.041
H 4.531 -1.307 5.878  0.084
C 3.690 6.540 0.125  -0.040
C 2.577 5.539 -0.311  -0.487
C 1.097 6.016 -0.135  -0.138
O 0.207 4.920 -0.516  -0.210
C -1.070 5.141 0.037  -0.119
N 2.822 5.036 -1.584  0.059
H 3.672 7.578 -0.206  0.075
H 4.625 6.042 -0.130  0.074
H 3.581 6.473 1.208  0.069
H 2.756 4.707 0.369  0.101
H 1.054 6.832 -0.857  0.122
H 0.814 6.389 0.849  0.122
H -1.501 6.101 -0.244  0.093
H -1.034 5.072 1.124  0.084
H -1.713 4.329 -0.301  0.080
H 2.097 4.370 -1.806  0.049
H 2.534 5.844 -2.118  0.084